This record from OMol25 describes a molecular structure, C5H8N2 at a distorted geometry. The level of theory is ωB97M-V/def2-TZVPD.

Results
ΔE to the lowest compared entry with this formula, charge and spin, kcal/mol: 106.3
Frontier orbital gap, Ha: 0.33475
Total energy, a.u.: -304.666119
F_max, eV/A: 4.36

Cartesian coordinates (Å):
C: 0.80211 -0.61063 -1.14824
N: 0.57883 1.71654 0.10161
H: -0.58219 -0.93330 2.71975
C: 0.10630 0.69679 -1.36309
C: -0.57233 -0.32545 -0.57765
H: -1.74133 0.34575 1.11071
H: 0.46874 -1.49023 1.59827
H: 1.07199 2.29975 -0.52132
C: -0.70993 0.01070 0.91570
H: 1.66590 -0.59137 -0.48560
H: 0.87738 -1.36171 -1.93553
N: -0.48408 -1.16552 1.73589
C: 0.17457 1.24372 1.20260
H: -1.42139 -0.85417 -0.98662
H: -0.23455 1.01915 -2.36651



This record from OMol25 describes a molecular structure, C5H8N2. The level of theory is ωB97M-V/def2-TZVPD.

Results
ΔE to the lowest compared entry with this formula, charge and spin, kcal/mol: 134.6
Frontier orbital gap, Ha: 0.33426
Total energy, a.u.: -304.620993
F_max, eV/A: 0.63

Cartesian coordinates (Å):
N: 1.91436 2.08108 0.70195
C: -0.62215 1.08511 -0.01005
H: 0.61024 2.04268 0.60138
H: 1.93999 -0.96994 0.04518
H: -1.38145 1.27318 0.75703
N: -0.97308 -1.39063 -0.86205
H: 1.51213 -0.19003 -1.50655
C: -0.21271 -0.35920 -0.17915
C: 1.38735 1.12633 0.17212
C: 1.28415 -0.23686 -0.43574
H: -0.90106 1.56095 -0.95698
H: -1.65999 -1.22956 1.23261
C: -0.80941 -1.46522 0.59468
H: -1.89746 -1.03708 -1.09653
H: -0.19092 -2.29081 0.94211



This record from OMol25 describes a single C5H8N2 molecule at a distorted geometry. The level of theory is ωB97M-V/def2-TZVPD.

Results
ΔE to the lowest compared entry with this formula, charge and spin, kcal/mol: 30.6
Frontier orbital gap, Ha: 0.41459
Total energy, a.u.: -304.786778
F_max, eV/A: 1.11

Cartesian coordinates (Å):
C: 0.34776 1.44629 1.30559
C: 0.33800 0.84639 -0.05175
H: -0.46849 -2.28242 -1.34456
H: -1.14791 -2.12740 1.08912
H: -1.55966 -0.20203 -0.42864
C: 0.10943 -1.64405 -0.68810
H: 1.16466 -1.58858 -0.95281
N: 0.42104 2.00662 2.31526
H: 1.38120 0.57000 -0.23634
C: -0.27627 -1.56818 0.76170
H: 0.51346 -1.50655 1.50612
H: -0.94859 2.19723 -0.84677
C: -0.52603 -0.39829 -0.14172
N: -0.04513 1.79782 -1.08172
H: 0.61903 2.56430 -1.13616